Arrangement i

{
  "formula": "CH4NO3P",
  "method": "ωB97M-V/def2-TZVPD",
  "symbols": ["C", "N", "O", "O", "O", "P", "H", "H", "H", "H"],
  "xyz": [[-1.568, -0.900, 0.012], [0.957, 1.492, 0.021], [1.273, -0.869, 1.160], [1.547, -0.715, -1.314], [-1.042, 0.026, -0.548], [1.136, -0.119, -0.057], [-2.673, -1.153, -0.153], [-1.029, -1.550, 0.651], [0.552, 1.852, -0.770], [0.847, 1.935, 0.997]],
  "mulliken_charge": [0.01, -0.48, -0.59, -0.58, -0.34, 0.96, 0.23, 0.24, 0.26, 0.29],
  "total_charge": 0,
  "spin_multiplicity": 1
}


Arrangement ii

{
  "formula": "CH4NO3P",
  "method": "ωB97M-V/def2-TZVPD",
  "symbols": ["C", "N", "O", "O", "O", "P", "H", "H", "H", "H"],
  "xyz": [[-1.489, 2.309, -0.242], [0.128, -2.421, 0.207], [2.385, 0.530, 0.503], [-1.725, 1.312, 0.415], [0.863, -1.324, 0.695], [2.419, -0.873, 0.304], [-0.897, 3.216, -0.072], [-1.889, 2.441, -1.258], [-0.584, -2.061, -0.420], [0.790, -3.128, -0.132]],
  "mulliken_charge": [-0.01, -0.36, -0.34, -0.40, -0.18, 0.38, 0.22, 0.20, 0.24, 0.25],
  "total_charge": 0,
  "spin_multiplicity": 1,
  "smiles": "NOP=O.C=O"
}


Name the least stable of them. arrangement ii.


Arrangement i

{
  "formula": "CH4NO3P",
  "method": "ωB97M-V/def2-TZVPD",
  "symbols": ["C", "N", "O", "O", "O", "P", "H", "H", "H", "H"],
  "xyz": [[2.299, 0.248, 1.460], [-0.846, -0.576, -1.313], [-2.067, 1.699, -0.811], [-3.213, -0.569, -0.149], [2.138, -0.723, 0.814], [-2.132, 0.212, -0.758], [1.446, 0.934, 1.630], [3.279, 0.512, 1.873], [-0.778, -1.500, -0.794], [-0.126, -0.237, -1.951]],
  "mulliken_charge": [-0.09, -0.38, -0.55, -0.54, -0.36, 0.93, 0.20, 0.25, 0.28, 0.26],
  "total_charge": 0,
  "spin_multiplicity": 1,
  "smiles": "NP(=O)=O.C=O"
}


Arrangement ii

{
  "formula": "CH4NO3P",
  "method": "ωB97M-V/def2-TZVPD",
  "symbols": ["C", "N", "O", "O", "O", "P", "H", "H", "H", "H"],
  "xyz": [[0.903, 0.783, 0.196], [0.335, -0.219, 1.147], [-0.054, 0.188, 2.191], [-1.731, -0.778, 0.047], [0.433, -1.052, -1.752], [-0.222, 0.353, -1.292], [0.839, 1.785, 0.591], [2.021, 0.587, 0.225], [-2.240, 0.021, 0.351], [-0.284, -1.668, -1.705]],
  "mulliken_charge": [-0.53, 0.23, -0.37, -0.73, -0.40, 0.42, 0.46, 0.29, 0.30, 0.34],
  "total_charge": 0,
  "spin_multiplicity": 1
}


Name the least stable of them. arrangement ii.


Arrangement i

{
  "formula": "C21H28N2O4",
  "method": "ωB97M-V/def2-TZVPD",
  "symbols": ["O", "O", "O", "O", "C", "C", "C", "C", "C", "C", "C", "C", "C", "C", "C", "C", "C", "C", "N", "N", "C", "C", "C", "C", "C", "C", "C", "H", "H", "H", "H", "H", "H", "H", "H", "H", "H", "H", "H", "H", "H", "H", "H", "H", "H", "H", "H", "H", "H", "H", "H", "H", "H", "H", "H"],
  "xyz": [[-1.444, 3.436, 2.552], [-3.106, -0.704, 2.946], [2.296, -4.378, 3.202], [-0.846, 0.334, -4.849], [-1.932, 3.186, 1.458], [-2.466, 0.343, 2.890], [-0.503, -1.167, -1.535], [0.877, -1.347, -1.448], [0.399, -3.202, 2.337], [2.359, -1.975, 3.112], [-1.059, -0.592, -2.679], [1.699, -0.965, -2.511], [-0.232, -1.989, 2.003], [1.730, -0.764, 2.763], [1.695, -3.200, 2.889], [-0.243, -0.204, -3.745], [1.155, -0.385, -3.674], [0.435, -0.760, 2.203], [-2.439, 1.211, 3.906], [-2.042, 1.955, 0.950], [-2.453, 4.312, 0.596], [-3.080, 1.002, 5.202], [2.574, -1.257, -5.543], [3.227, 0.883, -4.378], [2.058, 0.002, -4.838], [-0.163, 0.575, 1.769], [-1.692, 0.676, 1.597], [3.158, -4.251, 3.599], [-1.808, 0.248, -4.770], [-1.144, -1.490, -0.721], [1.312, -1.797, -0.559], [-0.105, -4.144, 2.182], [3.349, -1.965, 3.539], [-2.134, -0.460, -2.737], [2.767, -1.137, -2.431], [-1.232, -2.022, 1.597], [2.248, 0.173, 2.915], [-1.931, 2.077, 3.754], [-2.441, 1.889, 0.029], [-1.868, 4.367, -0.320], [-3.500, 4.136, 0.359], [-2.358, 5.249, 1.144], [-2.801, 0.022, 5.597], [-2.763, 1.775, 5.904], [-4.164, 1.037, 5.088], [1.734, -1.864, -5.894], [3.183, -1.864, -4.865], [3.186, -0.983, -6.408], [3.915, 0.330, -3.732], [2.851, 1.750, -3.827], [3.788, 1.244, -5.245], [1.485, 0.584, -5.567], [0.300, 0.836, 0.816], [0.149, 1.330, 2.492], [-1.980, -0.095, 0.887]],
  "mulliken_charge": [-0.71, -0.70, -0.54, -0.60, 0.81, 0.00, -0.64, -0.93, -0.98, -0.59, -0.97, -0.16, -0.11, -0.79, 0.85, 1.12, 0.38, 0.34, 0.01, -0.03, -1.32, -0.98, -1.36, -1.52, 0.24, -0.96, 0.05, 0.28, 0.31, 0.61, 0.40, 0.41, 0.31, 0.24, 0.30, 0.43, 0.42, 0.26, 0.27, 0.33, 0.36, 0.34, 0.31, 0.35, 0.30, 0.36, 0.30, 0.41, 0.27, 0.37, 0.44, 0.44, 0.48, 0.47, 0.31],
  "total_charge": 0,
  "spin_multiplicity": 1,
  "smiles": "CNC(=O)[C@H](Cc1ccc(O)cc1)NC(C)=O.CC(C)c1ccccc1O"
}


Arrangement ii

{
  "formula": "C21H28N2O4",
  "method": "ωB97M-V/def2-TZVPD",
  "symbols": ["O", "C", "N", "C", "H", "C", "O", "C", "C", "H", "H", "H", "H", "H", "H", "H", "C", "H", "C", "H", "C", "H", "C", "H", "C", "H", "C", "C", "H", "C", "N", "C", "O", "C", "C", "C", "C", "C", "C", "C", "O", "H", "H", "H", "H", "H", "H", "H", "H", "H", "H", "H", "H", "H", "H"],
  "xyz": [[2.780, -0.391, -0.982], [2.726, -0.063, 0.095], [2.970, 1.192, 0.419], [3.005, 1.970, 1.618], [3.055, 1.217, 2.348], [1.877, 3.048, 1.560], [2.006, 4.070, 0.465], [2.101, 3.052, -0.664], [3.320, 2.146, -0.645], [3.288, 1.625, -1.676], [4.117, 2.790, -0.374], [2.214, 3.842, -1.337], [1.240, 2.500, -1.019], [1.683, 3.578, 2.575], [0.967, 2.267, 1.481], [3.948, 2.749, 1.810], [2.539, -0.833, 1.202], [2.565, -1.823, 0.942], [1.009, -0.747, 1.957], [0.438, -0.133, 1.166], [0.541, -1.944, 2.520], [1.153, -2.209, 3.312], [-0.878, -1.544, 3.400], [-1.264, -2.340, 3.758], [-1.867, -1.093, 2.666], [-1.568, 0.052, 2.108], [-2.402, -1.631, 1.208], [-3.805, -1.100, 0.865], [-4.169, -1.598, 0.082], [-3.451, 0.307, -0.109], [-2.604, -0.115, -1.105], [-1.119, 0.134, -1.248], [-0.650, 0.827, -0.371], [-0.649, -0.309, -2.628], [0.588, -0.377, -3.104], [0.522, -1.018, -4.169], [-0.387, -1.637, -5.018], [-1.842, -1.172, -4.443], [-1.859, -0.822, -3.166], [-3.048, -0.556, -2.181], [-4.283, -0.831, -2.656], [-2.609, -1.543, -4.849], [-0.224, -1.841, -5.973], [1.735, -1.000, -4.860], [1.483, -0.111, -2.404], [-4.431, 0.618, -0.565], [-2.922, 1.017, 0.418], [-4.483, -0.748, 1.334], [-1.738, -1.943, 0.668], [-2.712, -2.570, 1.878], [-2.726, -0.656, 3.242], [-0.547, -1.021, 4.185], [0.106, -2.757, 1.653], [1.095, 0.217, 2.592], [3.165, -0.741, 2.021]],
  "mulliken_charge": [-0.69, 1.41, 0.02, -0.92, 0.65, -0.05, -0.44, -0.30, -0.82, 0.37, 0.45, 0.56, -0.03, 0.41, -0.14, 0.22, -2.47, 0.70, 1.17, -0.66, -0.60, 0.42, -2.04, 0.62, 0.27, -0.14, -1.21, -2.19, 0.66, -0.95, 0.26, 0.49, -0.67, 1.08, -0.35, 0.07, -0.96, -0.89, -0.33, 0.28, -0.76, 0.72, 0.50, 0.05, 0.35, 0.47, 0.53, 0.91, 1.51, 0.34, 0.40, 0.65, 0.20, 0.17, 0.69],
  "total_charge": 0,
  "spin_multiplicity": 1
}


Arrangement iii

{
  "formula": "C21H28N2O4",
  "method": "ωB97M-V/def2-TZVPD",
  "symbols": ["O", "C", "N", "H", "C", "H", "C", "H", "C", "H", "H", "C", "H", "C", "H", "O", "H", "H", "H", "C", "C", "C", "C", "C", "C", "H", "H", "O", "C", "C", "H", "C", "N", "C", "O", "C", "C", "C", "H", "H", "H", "H", "H", "C", "H", "C", "H", "H", "H", "H", "H", "H", "H", "H", "H"],
  "xyz": [[-0.465, -3.928, 2.797], [0.563, -3.607, 2.227], [1.760, -4.172, 2.511], [2.597, -3.851, 2.053], [1.957, -5.088, 3.605], [2.535, -5.946, 3.251], [2.707, -4.412, 4.767], [3.025, -5.191, 5.474], [1.873, -3.335, 5.474], [1.376, -3.726, 6.358], [1.116, -2.945, 4.792], [2.909, -2.261, 5.794], [2.482, -1.265, 5.882], [3.844, -2.390, 4.595], [4.866, -2.063, 4.796], [3.885, -3.769, 4.278], [3.450, -1.817, 3.742], [3.442, -2.506, 6.713], [0.973, -5.418, 3.944], [0.580, -2.593, 1.135], [-0.599, -2.392, 0.426], [-0.681, -1.459, -0.590], [0.432, -0.687, -0.913], [1.614, -0.873, -0.191], [1.689, -1.811, 0.815], [2.615, -1.905, 1.364], [2.465, -0.260, -0.443], [0.495, 0.250, -1.892], [-0.660, 0.593, -2.642], [-0.166, 1.363, -3.877], [0.851, 1.042, -4.098], [-0.191, 2.863, -3.627], [-1.560, 3.303, -3.430], [-1.957, 4.481, -3.975], [-1.168, 5.221, -4.534], [-3.411, 4.810, -3.832], [-3.792, 5.870, -2.828], [-3.859, 6.168, -4.288], [-3.096, 6.805, -4.706], [-4.826, 6.254, -4.759], [-4.712, 5.739, -2.276], [-2.996, 6.321, -2.255], [-4.091, 3.979, -3.967], [-2.428, 2.406, -2.697], [-3.036, 1.804, -3.389], [-1.607, 1.475, -1.810], [-1.002, 2.071, -1.124], [-2.282, 0.865, -1.211], [-3.104, 2.991, -2.067], [0.203, 3.416, -4.483], [0.423, 3.109, -2.753], [-0.797, 1.129, -4.735], [-1.170, -0.323, -2.969], [-1.614, -1.347, -1.120], [-1.460, -2.987, 0.689]],
  "mulliken_charge": [-0.67, 0.43, -0.15, 0.23, -1.09, 0.40, 0.20, 0.35, -0.50, 0.41, 0.11, -0.63, 0.37, -0.20, 0.36, -0.48, 0.04, 0.26, 0.41, 0.86, -1.07, -0.18, 0.77, -1.06, -0.45, 0.16, 0.42, -0.46, 0.45, -1.00, 0.44, -0.86, 0.24, 0.44, -0.68, -0.22, -0.57, -0.60, 0.24, 0.24, 0.27, 0.24, 0.49, -0.89, 0.23, -0.98, 0.31, 0.52, 0.64, 0.48, 0.27, 0.33, 0.30, 0.36, 0.44],
  "total_charge": 0,
  "spin_multiplicity": 1,
  "smiles": "O=C(NC[C@@H]1CCCO1)c1ccc(OC2CCN(C(=O)C3CC3)CC2)cc1"
}


Name the least stable of them. arrangement ii.


Arrangement i

{
  "formula": "C2H11N5",
  "method": "ωB97M-V/def2-TZVPD",
  "symbols": ["C", "C", "N", "N", "N", "N", "N", "H", "H", "H", "H", "H", "H", "H", "H", "H", "H", "H"],
  "xyz": [[0.789, -0.800, -0.036], [-1.041, 0.842, -1.038], [1.953, -0.302, -0.117], [0.402, -1.992, -0.384], [-0.563, 0.408, 0.258], [2.221, 1.036, 0.321], [-1.649, -0.137, 1.035], [-0.516, 0.347, -1.802], [-2.128, 0.490, -1.203], [-1.000, 1.862, -1.310], [0.926, -2.837, -0.230], [-0.524, -2.225, -0.615], [2.988, 1.525, -0.366], [1.380, 1.490, 0.510], [2.637, 1.118, 1.172], [-1.698, 0.395, 1.829], [-2.539, -0.142, 0.540], [-1.637, -1.077, 1.435]],
  "mulliken_charge": [0.68, -0.86, -0.52, -0.32, -0.26, -0.04, -0.29, 0.37, 0.31, 0.30, 0.28, 0.22, 0.44, 0.32, 0.34, 0.31, 0.38, 0.34],
  "total_charge": 2,
  "spin_multiplicity": 1,
  "smiles": "CN([NH3+])/C(N)=N\\[NH3+]"
}


Arrangement ii

{
  "formula": "C2H11N5",
  "method": "ωB97M-V/def2-TZVPD",
  "symbols": ["C", "C", "N", "N", "N", "N", "N", "H", "H", "H", "H", "H", "H", "H", "H", "H", "H", "H"],
  "xyz": [[1.863, 0.802, -0.278], [-0.876, -0.382, 1.018], [2.505, -0.162, -0.224], [0.966, 1.743, -0.153], [-1.376, -0.093, -0.330], [3.280, -1.148, 0.110], [-2.741, -0.047, -0.619], [-1.171, 0.334, 1.776], [-1.208, -1.345, 1.374], [0.164, -0.516, 0.815], [1.082, 2.621, -0.668], [0.117, 1.829, 0.394], [-0.841, -0.625, -1.004], [3.126, -1.908, -0.501], [4.292, -0.878, 0.381], [-2.841, 0.289, -1.649], [-3.080, -0.962, -0.565], [-3.263, 0.448, 0.121]],
  "mulliken_charge": [0.43, -0.94, 0.38, -0.33, -0.25, -0.54, -0.26, 0.43, 0.42, 0.21, 0.29, 0.22, 0.24, 0.29, 0.34, 0.39, 0.34, 0.37],
  "total_charge": 2,
  "spin_multiplicity": 1
}


Name the least stable of them. arrangement i.